DFT (ωB97M-V with the def2-TZVPD basis set) results for C8H29BeN14O10Pb as an isolated structure.

XYZ file:
```
63
Properties=species:S:1:pos:R:3:lowdin_charge:R:1
Be -1.74 -4.25 0.86 1.0969
Pb 2.22 -3.60 -1.55 1.7482
O -0.74 -0.10 -1.16 0.1134
C -0.40 -1.36 -0.76 -0.7075
O -1.27 -2.03 -0.16 -0.0518
O 0.76 -1.79 -1.08 -0.2809
H -1.60 -0.19 -0.69 0.1046
C -1.62 -2.40 3.80 -0.5794
O -2.03 -2.56 2.62 -0.1090
N -0.57 -1.64 4.17 0.2307
N -2.19 -3.07 4.84 0.2173
H 0.00 -1.18 3.49 0.1127
H -0.50 -1.57 5.17 0.1330
H -1.95 -2.74 5.76 0.1296
H -2.98 -3.68 4.80 0.1382
C -3.75 0.63 2.11 -0.6162
O -3.61 0.86 3.30 0.1200
N -4.23 1.53 1.21 0.2425
N -3.39 -0.52 1.49 0.2309
H -4.18 1.29 0.23 0.0686
H -4.45 2.47 1.51 0.1399
H -2.95 -1.21 2.11 0.0577
H -3.33 -0.52 0.48 0.0661
C -4.19 -0.70 -2.25 -0.6363
O -4.34 0.21 -1.41 -0.0094
N -3.03 -0.99 -2.90 0.1955
N -5.27 -1.38 -2.68 0.1836
H -3.04 -1.87 -3.39 0.1138
H -2.20 -0.61 -2.48 0.0690
H -6.15 -1.10 -2.27 0.1275
H -5.20 -2.30 -3.06 0.1111
C 0.97 1.49 -4.63 -0.6614
O 0.26 0.64 -5.14 0.0440
N 1.30 1.52 -3.30 0.1485
N 1.47 2.56 -5.32 0.1770
H 1.79 2.29 -2.88 0.0904
H 0.78 0.93 -2.68 0.0540
H 1.31 2.80 -6.28 0.1221
H 1.89 3.26 -4.73 0.0950
C 3.67 -1.50 2.44 -0.6719
O 4.34 -2.52 2.33 0.0490
N 4.15 -0.37 3.02 0.1805
N 2.50 -1.33 1.73 0.1339
H 5.10 -0.41 3.36 0.1263
H 3.57 0.43 3.17 0.1036
H 2.05 -2.19 1.45 0.0573
H 1.98 -0.47 1.68 0.0876
C 4.13 -0.61 -1.38 -0.6067
O 4.05 -1.88 -1.39 -0.2047
N 3.07 0.17 -1.16 0.2071
N 5.30 0.00 -1.61 0.2226
H 3.21 1.15 -0.99 0.0857
H 2.19 -0.28 -0.97 0.0548
H 6.05 -0.66 -1.45 0.1386
H 5.44 0.96 -1.34 0.1337
C 1.30 3.46 0.42 -0.6660
O 2.24 2.69 0.17 -0.0276
N 1.51 4.63 1.06 0.1839
N 0.01 3.18 0.09 0.1662
H 0.74 5.26 1.20 0.1126
H 2.44 4.94 1.28 0.1234
H -0.13 2.41 -0.53 0.0729
H -0.72 3.84 0.28 0.1072
```

As for the spin multiplicity: 1. The strongest force on any atom comes out at 3.26 eV/A. The calculation puts the total energy at -2047.9520 Ha. As for the total charge: +3.

***

DFT (ωB97M-V with the def2-TZVPD basis set) results for a 7-piece molecular cluster, C8H30ClNO10 overall.

XYZ file:
```
50
Properties=species:S:1:pos:R:3:lowdin_charge:R:1
O -1.13 -2.22 -5.01 0.4076
H -0.98 -1.36 -4.61 0.2014
H -0.37 -2.80 -4.89 0.1941
H -1.90 -2.67 -4.67 0.1940
Cl 0.75 1.87 -1.41 0.5484
O 0.39 2.28 -2.70 -0.3784
O 0.25 0.60 -1.05 -0.4039
O 2.16 1.94 -1.22 -0.3701
O 0.12 2.70 -0.41 -0.3931
C 6.78 2.93 -6.13 -0.1615
O 5.70 2.05 -5.92 -0.1505
H 7.50 2.52 -5.42 0.0711
H 6.95 2.85 -7.20 0.0893
H 6.58 3.86 -5.59 0.0778
H 5.26 2.23 -5.08 0.0738
C -5.72 1.82 -0.38 -0.1751
O -5.86 1.47 0.98 -0.1233
H -6.65 1.94 -0.93 0.0742
H -5.23 2.79 -0.36 0.0791
H -5.08 1.10 -0.90 0.0699
H -5.13 1.88 1.44 0.0754
C 3.30 -4.25 -0.44 -0.1483
O 2.31 -5.31 -0.38 -0.1269
H 3.23 -3.61 0.44 0.0833
H 4.31 -4.66 -0.44 0.0684
H 3.29 -3.68 -1.37 0.0691
H 2.36 -5.62 -1.29 0.0544
C 1.16 6.41 -8.53 -0.1518
O 2.08 5.30 -8.61 -0.1303
H 0.72 6.40 -7.53 0.0761
H 1.81 7.26 -8.73 0.0771
H 0.30 6.41 -9.21 0.0676
H 1.80 4.79 -7.86 0.0612
C -2.28 -0.99 5.92 -0.0755
C -1.06 -1.54 6.53 -0.4795
C -1.25 -2.59 7.59 -0.1958
O -2.12 -3.64 7.10 -0.1896
C -3.39 -3.73 7.82 -0.0852
N -0.14 -1.99 5.48 0.0430
H -2.68 -1.73 5.23 0.0865
H -1.97 -0.16 5.28 0.0817
H -3.17 -0.73 6.50 0.0824
H -0.56 -0.66 6.95 0.1290
H -1.61 -2.06 8.47 0.1169
H -0.34 -3.04 7.96 0.1204
H -4.00 -2.88 7.51 0.0694
H -3.29 -3.62 8.90 0.0797
H -3.88 -4.65 7.48 0.0855
H 0.80 -2.00 5.86 0.0686
H -0.14 -1.21 4.84 0.0625
```

As for the spin multiplicity: 1. The strongest force on any atom comes out at 4.77 eV/A. The calculation puts the total energy at -1589.5501 Ha.

***

DFT (ωB97M-V with the def2-TZVPD basis set) results for a 9-piece molecular cluster, C8H30O8 overall.

XYZ file:
```
46
Properties=species:S:1:pos:R:3:lowdin_charge:R:1
C -2.22 2.51 1.00 -0.1194
C -1.42 1.99 2.21 -0.2210
C -0.10 1.46 1.73 -0.3317
C 0.20 0.17 1.58 0.0363
C 1.10 2.44 1.72 -0.1627
C 1.99 2.18 0.51 -0.1345
C 1.51 2.07 -0.72 -0.1847
C 2.30 1.49 -1.84 -0.1454
H -1.59 3.32 0.61 0.0645
H -2.36 1.86 0.17 0.0282
H -3.15 3.01 1.29 0.0616
H -1.96 1.24 2.76 0.0934
H -1.25 2.82 2.88 0.1042
H 1.19 -0.21 1.42 0.0530
H -0.68 -0.48 1.58 0.0535
H 1.60 2.52 2.68 0.1058
H 0.68 3.46 1.66 0.1016
H 3.01 1.95 0.80 0.1000
H 0.46 2.31 -0.89 0.0880
H 3.31 1.93 -1.79 0.0688
H 2.45 0.41 -1.94 0.0637
H 1.92 1.77 -2.81 0.0347
H -1.66 -1.98 -0.36 -0.0369
H -2.52 -3.20 -0.37 0.0178
O -2.15 -2.55 0.25 -0.1248
H 1.66 -3.18 -0.68 -0.0070
H 1.76 -4.15 0.53 0.0369
O 1.93 -3.24 0.25 -0.0874
H -0.44 1.35 -3.66 0.0114
H -0.51 0.69 -2.35 -0.0139
O -0.78 0.53 -3.27 -0.1098
H -2.90 -1.29 -2.76 -0.0256
H -1.76 -1.53 -3.79 -0.0079
O -2.53 -1.94 -3.38 -0.1089
H -3.99 -0.82 -0.18 0.0219
H -4.11 0.46 -0.82 0.0232
O -3.64 -0.38 -0.98 -0.1204
H 1.79 -2.45 2.97 0.0000
H 0.32 -2.10 3.35 0.0172
O 1.06 -2.68 3.55 -0.0652
H 4.07 -0.69 0.61 0.0271
H 3.34 -1.70 1.40 -0.0091
O 3.94 -0.95 1.53 -0.0807
H 0.26 -2.29 -1.51 -0.0275
H -0.46 -3.25 -2.67 0.0144
O 0.33 -2.88 -2.27 -0.1024
```

As for the spin multiplicity: 2. As for the expectation value of S²: 0.75. The strongest force on any atom comes out at 2.56 eV/A. The calculation puts the total energy at -924.6397 Ha. As for the total charge: -1.

***

DFT (ωB97M-V with the def2-TZVPD basis set) results for a 9-piece molecular cluster, C8H30O9 overall.

XYZ file:
```
47
Properties=species:S:1:pos:R:3:lowdin_charge:R:1
C 4.04 0.16 -1.56 -0.2066
C 3.82 -1.15 -2.18 -0.1740
C 3.37 -2.08 -1.05 -0.1375
O 3.57 -1.27 0.14 -0.2212
C 4.44 -0.19 -0.15 -0.1912
H 3.19 0.84 -1.66 0.1042
H 4.87 0.71 -2.00 0.1243
H 4.86 -1.39 -2.40 0.1208
H 3.17 -1.13 -3.06 0.1191
H 4.13 -2.84 -0.87 0.1252
H 2.34 -2.43 -1.12 0.1147
H 5.45 -0.58 -0.09 0.1339
H 4.30 0.66 0.52 0.1310
C 0.43 0.25 0.28 -0.1759
C 0.04 0.64 -1.11 -0.1093
C -1.43 0.18 -1.16 -0.1245
O -1.89 0.15 0.14 0.0333
C -0.79 0.34 1.11 -0.0417
H 1.25 0.87 0.65 0.1425
H 0.92 -0.73 0.30 0.1147
H 0.51 0.16 -1.98 0.1304
H 0.15 1.71 -1.25 0.1336
H -1.58 -0.85 -1.49 0.1685
H -1.99 0.84 -1.82 0.1616
H -0.59 -0.39 1.90 0.1601
H -0.77 1.35 1.51 0.1577
O -4.68 -0.45 -2.30 -0.0396
H -4.15 -1.25 -2.34 -0.0098
H -5.27 -0.51 -3.04 0.0711
O -3.51 -2.97 -2.07 -0.0332
H -3.95 -2.86 -1.23 0.0537
H -3.84 -3.81 -2.41 0.0690
O -1.04 0.16 4.85 -0.0533
H -0.10 -0.01 4.80 0.0299
H -1.17 0.95 4.33 -0.0343
O -2.75 4.01 -0.33 -0.0361
H -3.63 3.90 0.05 0.0401
H -2.52 3.13 -0.64 -0.0015
O -4.48 0.27 0.36 0.0929
H -3.56 0.01 0.39 -0.0016
H -4.70 0.27 -0.57 0.0145
O 3.06 -1.07 2.72 -0.0557
H 2.56 -1.06 1.90 -0.0165
H 3.72 -1.75 2.58 0.0378
O -1.85 2.69 3.81 -0.0331
H -1.30 3.39 3.45 0.0516
H -2.65 3.14 4.09 0.0607
```

As for the spin multiplicity: 2. As for the expectation value of S²: 0.76. The strongest force on any atom comes out at 2.83 eV/A. The calculation puts the total energy at -999.5420 Ha. As for the total charge: +1.

***

DFT (ωB97M-V with the def2-TZVPD basis set) results for a 8-piece molecular cluster, C8H31ClNO8 overall.

XYZ file:
```
49
Properties=species:S:1:pos:R:3:lowdin_charge:R:1
Cl -1.77 -1.13 1.49 0.0121
C 0.84 -0.72 -5.53 -0.1420
O 0.83 -0.02 -4.32 -0.1875
C 0.27 -0.78 -3.27 -0.2355
C 0.02 0.11 -2.07 -0.2041
N 1.28 0.52 -1.45 -0.0389
C 1.08 0.98 -0.08 -0.2079
C 2.41 1.21 0.61 -0.2348
O 3.13 2.25 -0.04 -0.1818
C 4.04 2.86 0.85 -0.1216
H 1.36 -0.13 -6.28 0.0807
H -0.17 -0.82 -5.96 0.0849
H 1.36 -1.68 -5.41 0.0855
H 0.95 -1.60 -3.02 0.1228
H -0.68 -1.26 -3.56 0.1182
H -0.61 -0.39 -1.33 0.0913
H -0.56 0.99 -2.40 0.1162
H 1.68 1.29 -1.98 0.1059
H 0.60 0.19 0.50 0.0832
H 0.47 1.89 -0.04 0.1055
H 2.98 0.27 0.67 0.1243
H 2.21 1.44 1.67 0.1162
H 4.89 2.18 1.02 0.0837
H 3.58 3.02 1.83 0.0796
H 4.39 3.82 0.47 0.0790
C -2.29 2.67 -0.11 -0.1866
O -1.91 2.11 1.12 -0.1626
H -1.48 2.73 -0.85 0.0552
H -3.12 2.13 -0.57 0.0809
H -2.57 3.71 0.05 0.0726
H -1.84 1.14 1.01 -0.0528
C 2.02 -1.81 3.54 -0.1778
O 0.88 -1.08 3.95 -0.1385
H 1.85 -2.22 2.54 0.0699
H 2.90 -1.16 3.48 0.0656
H 2.30 -2.58 4.26 0.0670
H 0.13 -1.37 3.43 0.0023
O -4.78 -2.20 2.70 -0.1063
H -3.83 -1.98 2.73 -0.0534
H -5.19 -1.42 2.31 0.0169
O 0.45 -3.31 0.22 -0.1072
H -0.37 -2.89 0.55 -0.0752
H 0.16 -3.94 -0.44 0.0175
O -2.83 0.90 4.00 -0.0936
H -2.21 0.87 3.26 -0.0335
H -3.69 0.89 3.59 0.0177
O -3.24 -1.67 -1.33 -0.1263
H -3.05 -2.61 -1.38 0.0156
H -2.88 -1.40 -0.45 -0.1024
```

As for the spin multiplicity: 1. The strongest force on any atom comes out at 0.84 eV/A. The calculation puts the total energy at -1440.3201 Ha. As for the total charge: -1.

***

DFT (ωB97M-V with the def2-TZVPD basis set) results for a 8-piece molecular cluster, C8H32O12 overall.

XYZ file:
```
52
Properties=species:S:1:pos:R:3:lowdin_charge:R:1
O -1.86 3.00 -4.07 -0.0619
C -2.03 2.23 -2.88 -0.2535
C -1.88 2.86 -1.54 -0.2673
O -2.77 2.33 -0.59 -0.0508
H -2.78 3.06 -4.37 0.0876
H -3.15 2.11 -2.83 0.1345
H -1.46 1.24 -2.94 0.1224
H -2.23 3.92 -1.69 0.1456
H -0.90 2.80 -1.19 0.0961
H -2.85 2.98 0.08 0.0540
O 0.05 -0.92 3.47 -0.0930
C 1.05 -0.50 4.36 -0.2352
C 2.38 -1.13 3.99 -0.2659
O 3.38 -0.65 4.82 -0.0763
H -0.77 -0.54 3.75 0.0237
H 1.18 0.61 4.32 0.1382
H 0.63 -0.71 5.32 0.1162
H 2.65 -0.81 2.95 0.1161
H 2.26 -2.20 4.17 0.1261
H 4.16 -1.25 4.60 0.1227
O -0.89 -2.32 -2.93 -0.0260
C -0.30 -3.19 -2.05 -0.2766
C -1.09 -3.26 -0.77 -0.1959
O -1.09 -2.01 -0.03 -0.0419
H -0.26 -2.28 -3.63 0.0616
H -0.33 -4.24 -2.42 0.1390
H 0.70 -2.87 -1.88 0.1076
H -0.62 -4.03 -0.23 0.1053
H -2.12 -3.56 -0.94 0.1240
H -1.68 -1.45 -0.50 0.0654
O 0.82 0.26 -1.42 -0.0619
C 1.83 0.01 -2.36 -0.1843
C 1.14 0.40 -3.67 -0.2603
O 1.71 -0.29 -4.72 -0.0453
H 0.19 -0.32 -1.63 -0.0163
H 2.75 0.64 -2.20 0.1471
H 2.03 -1.01 -2.28 0.0930
H 1.05 1.47 -3.90 0.1395
H 0.14 -0.01 -3.59 0.0804
H 1.00 -0.84 -5.06 0.0826
O -1.15 2.46 3.01 -0.0489
H -0.42 2.53 2.41 0.0390
H -1.95 2.88 2.60 0.0869
O 0.53 0.67 1.31 -0.0560
H 0.13 0.51 0.45 0.0225
H 0.18 -0.01 1.89 0.0131
O 3.19 0.07 0.52 -0.0520
H 3.15 -0.86 0.53 0.0015
H 2.31 0.41 0.77 -0.0003
O -1.95 0.61 4.66 -0.0785
H -2.62 0.02 4.29 0.0610
H -1.42 1.17 4.05 -0.0047
```

As for the spin multiplicity: 1. The strongest force on any atom comes out at 5.65 eV/A. The SMILES is OCCO.OCCO.OCCO.OCCO.O.O.O.O. The calculation puts the total energy at -1226.7304 Ha.

***

What did the second record say?
DFT (ωB97M-V with the def2-TZVPD basis set) results for a 7-piece molecular cluster, C8H30ClNO10 overall.

XYZ file:
```
50
Properties=species:S:1:pos:R:3:lowdin_charge:R:1
O -1.13 -2.22 -5.01 0.4076
H -0.98 -1.36 -4.61 0.2014
H -0.37 -2.80 -4.89 0.1941
H -1.90 -2.67 -4.67 0.1940
Cl 0.75 1.87 -1.41 0.5484
O 0.39 2.28 -2.70 -0.3784
O 0.25 0.60 -1.05 -0.4039
O 2.16 1.94 -1.22 -0.3701
O 0.12 2.70 -0.41 -0.3931
C 6.78 2.93 -6.13 -0.1615
O 5.70 2.05 -5.92 -0.1505
H 7.50 2.52 -5.42 0.0711
H 6.95 2.85 -7.20 0.0893
H 6.58 3.86 -5.59 0.0778
H 5.26 2.23 -5.08 0.0738
C -5.72 1.82 -0.38 -0.1751
O -5.86 1.47 0.98 -0.1233
H -6.65 1.94 -0.93 0.0742
H -5.23 2.79 -0.36 0.0791
H -5.08 1.10 -0.90 0.0699
H -5.13 1.88 1.44 0.0754
C 3.30 -4.25 -0.44 -0.1483
O 2.31 -5.31 -0.38 -0.1269
H 3.23 -3.61 0.44 0.0833
H 4.31 -4.66 -0.44 0.0684
H 3.29 -3.68 -1.37 0.0691
H 2.36 -5.62 -1.29 0.0544
C 1.16 6.41 -8.53 -0.1518
O 2.08 5.30 -8.61 -0.1303
H 0.72 6.40 -7.53 0.0761
H 1.81 7.26 -8.73 0.0771
H 0.30 6.41 -9.21 0.0676
H 1.80 4.79 -7.86 0.0612
C -2.28 -0.99 5.92 -0.0755
C -1.06 -1.54 6.53 -0.4795
C -1.25 -2.59 7.59 -0.1958
O -2.12 -3.64 7.10 -0.1896
C -3.39 -3.73 7.82 -0.0852
N -0.14 -1.99 5.48 0.0430
H -2.68 -1.73 5.23 0.0865
H -1.97 -0.16 5.28 0.0817
H -3.17 -0.73 6.50 0.0824
H -0.56 -0.66 6.95 0.1290
H -1.61 -2.06 8.47 0.1169
H -0.34 -3.04 7.96 0.1204
H -4.00 -2.88 7.51 0.0694
H -3.29 -3.62 8.90 0.0797
H -3.88 -4.65 7.48 0.0855
H 0.80 -2.00 5.86 0.0686
H -0.14 -1.21 4.84 0.0625
```

As for the spin multiplicity: 1. The strongest force on any atom comes out at 4.77 eV/A. The calculation puts the total energy at -1589.5501 Ha.

***

Question: What is the total energy in the fifth record?
Answer: -1440.3201 Ha

***

Question: The lowest total energy belongs to which entry?
Answer: C8H29BeN14O10Pb